No. 1
Computed, not measured: a cluster of 2 separate species, C8H17NOSi in total at a distorted geometry, with ωB97M-V/def2-TZVPD.

Values from the calculation:
* largest force on an atom: 5.01 eV/Å
* lowest unoccupied orbital energy (alpha / beta): 0.53 / -0.74 eV
* relative energy (zero: lowest compared OMol25 entry of this formula, charge and spin): 155.00 kcal per mole
* HOMO-LUMO gap (alpha / beta): 0.313 / 0.198 Ha

The geometry in ORCA input format:
```
! RIJCOSX wB97M-V def2-TZVPD def2/J DEFGRID3
* xyz 0 1
C 1.77079 -0.42850 -0.27350
C 2.26367 0.80575 -0.28476
C 3.48918 -1.92431 0.72513
C 2.67595 2.99286 -1.37026
C -4.51538 0.15943 1.13571
C -1.53717 0.81243 0.63467
C -2.80874 -1.37993 -1.20015
C 2.01401 -1.47743 0.71686
N 2.13971 2.00218 -0.43274
O 0.84709 -0.54497 -1.23190
Si -3.15559 0.16809 -0.11601
H 3.94886 -1.88096 -0.37349
H 3.54074 -3.00711 1.11013
H 4.11282 -1.29922 1.36461
H 3.59415 3.56752 -0.94445
H 1.95174 3.85026 -1.39954
H 3.02425 2.62136 -2.43209
H -5.42106 0.79943 0.90773
H -4.98693 -0.70525 1.46427
H -3.90957 0.46561 1.98030
H -1.26457 1.71200 0.15562
H -1.66290 1.07557 1.70705
H -0.76269 0.06854 0.43784
H -3.14294 -1.13416 -2.18318
H -1.73776 -1.72717 -1.15597
H -3.57847 -2.17529 -0.99900
H 1.60973 -1.08220 1.68439
H 1.50107 -2.33449 0.37271
*
```

These are the Löwdin partial charges, in e, on atoms 1 to 5: atom 1 (C): -0.44, atom 2 (C): 0.01, atom 3 (C): -0.11, atom 4 (C): -0.11, atom 5 (C): -0.26

***

No. 2
Computed, not measured: a cluster of 2 separate species, C8H17NSi in total at a distorted geometry, with ωB97M-V/def2-TZVPD.

Values from the calculation:
* largest force on an atom: 3.24 eV/Å
* lowest unoccupied orbital energy: 0.17 eV
* relative energy (zero: lowest compared OMol25 entry of this formula, charge and spin): 72.14 kcal per mole
* HOMO-LUMO gap: 0.268 Ha

The geometry in ORCA input format:
```
! RIJCOSX wB97M-V def2-TZVPD def2/J DEFGRID3
* xyz 0 1
C -3.67582 -0.20604 0.13158
C -2.66812 0.21358 0.64336
C -0.33071 -1.93494 -1.44218
C 2.90147 0.17622 -1.53026
C -0.84087 2.57725 1.73221
C -0.36965 -0.48106 2.59214
C -0.15609 -0.46101 -1.84233
C 1.81661 -0.02296 -0.45898
N 0.53410 0.40227 -0.93686
Si -1.03716 0.74614 1.30525
H -4.57137 -0.55788 -0.29701
H 0.62536 -2.45370 -1.41340
H -0.79656 -1.99259 -0.45862
H -0.96903 -2.43574 -2.16497
H 3.88290 -0.04213 -1.11223
H 2.72572 -0.47894 -2.37877
H 2.88295 1.20716 -1.87689
H -0.94040 3.19614 0.84623
H -1.59146 2.89441 2.45521
H 0.13911 2.76436 2.16269
H -0.55245 -1.50630 2.28236
H 0.70244 -0.36568 2.72322
H -0.84343 -0.33850 3.56185
H 0.35929 -0.42704 -2.81893
H -1.14869 -0.01700 -1.98799
H 1.85185 -1.07055 -0.11218
H 2.06999 0.61450 0.39551
*
```

These are the Löwdin partial charges, in e, on atoms 1 to 5: atom 1 (C): 0.05, atom 2 (C): -0.22, atom 3 (C): -0.11, atom 4 (C): -0.10, atom 5 (C): -0.20